# 1
A single C21H25NO3 molecule. Source: the Open Molecules 2025 dataset; level of theory: ωB97M-V/def2-TZVPD.

- E_tot: -29815.1154 eV
- ΔE to the lowest compared entry with this formula, charge and spin: 2.1231 eV
- HOMO energy: -7.793 eV

Each line ends with the Mulliken charge.
Positions of all 50 atoms, in Å:
C -0.835 2.648 1.185  0.029
C 1.009 -1.988 -3.987  0.706
C -0.601 -0.758 0.484  -0.471
C 0.036 -1.769 -3.034  -0.266
C 2.354 -1.655 -3.697  1.123
O 3.246 -1.894 -4.694  -0.437
C 1.496 2.172 0.874  -0.524
H -1.191 0.500 5.163  0.333
C -0.695 2.536 2.565  0.613
H 0.357 -0.655 0.971  0.437
H -0.994 -2.014 -3.241  0.450
C -2.113 -0.036 4.951  -1.549
H 1.946 -0.496 -0.551  0.238
C 0.350 -1.240 -1.774  0.345
H -3.827 1.905 3.893  0.493
H -0.450 -3.286 -6.582  0.228
C 4.598 -1.584 -4.473  -0.922
C 0.563 2.252 3.082  -0.404
C 1.652 2.072 2.246  -0.674
H -2.322 3.699 3.281  0.374
H 2.623 1.854 2.667  0.393
H -0.579 -0.025 2.865  0.359
H -1.728 -1.143 -1.200  0.366
O 0.793 -2.510 -5.226  -0.417
C 1.676 -0.920 -1.504  -1.174
C -1.882 2.715 3.470  -1.285
H 0.120 2.538 -0.723  0.400
H 5.116 -1.857 -5.391  0.235
C 0.248 2.460 0.347  -0.608
H 5.013 -2.160 -3.639  0.361
H -3.323 1.716 2.213  0.453
C -0.718 -1.042 -0.819  -0.275
H 4.742 -0.515 -4.282  0.362
N -1.531 -0.228 2.604  -0.159
H -0.906 -3.658 -4.901  0.367
H -2.878 0.295 5.648  0.393
H 2.342 2.032 0.218  0.469
O -2.942 -0.646 0.888  -0.728
H -1.803 2.879 0.765  0.400
H -3.443 -0.414 3.299  0.433
H 3.679 -0.854 -2.217  0.374
C -0.517 -2.885 -5.572  -0.916
C 2.661 -1.120 -2.456  -0.706
C -1.803 -0.543 1.310  0.143
H -1.197 -2.026 -5.569  0.360
C -2.979 1.667 3.248  -0.887
H -1.558 2.697 4.513  0.392
H -1.935 -1.097 5.110  0.409
C -2.566 0.209 3.518  0.035
H 0.696 2.175 4.154  0.330

***

# 2
A single C21H25NO5 molecule. Source: the Open Molecules 2025 dataset; level of theory: ωB97M-V/def2-TZVPD.

- E_tot: -33910.1115 eV
- ΔE to the lowest compared entry with this formula, charge and spin: 1.1465 eV
- HOMO energy: -7.926 eV

Each line ends with the Mulliken charge.
Positions of all 52 atoms, in Å:
H 3.351 -1.332 -2.061  0.396
H 0.065 -3.098 5.687  0.377
H -0.071 -2.036 -0.756  0.237
H -3.643 0.333 1.593  0.344
C 1.049 2.155 -1.805  0.434
H 0.151 5.350 1.002  0.251
H 1.652 -3.586 3.855  0.426
H -1.940 -1.710 5.238  0.442
C -2.887 -0.453 1.624  -0.642
H 2.626 -1.918 -0.562  0.326
O -0.687 -1.098 0.919  0.105
C 2.427 -1.359 -1.479  -1.062
H -2.400 -1.767 -0.947  0.466
H 1.583 4.401 1.472  0.371
C 1.543 0.901 -2.112  -0.174
H -2.961 -0.657 -2.209  0.400
O -2.591 -0.661 2.987  -0.479
H 2.329 -0.182 0.985  0.406
O 0.524 3.023 -2.710  -0.475
H 1.265 -2.621 1.608  0.373
C -1.453 -1.396 3.196  0.184
C -0.104 -2.696 4.701  -0.463
H -0.216 3.351 -4.537  0.267
C 1.994 0.037 -1.117  0.262
H -1.042 0.893 -0.978  -0.543
N 0.032 -1.897 -1.751  -0.018
H 1.555 0.570 -3.137  0.374
C 0.343 2.566 -4.032  -0.789
H 1.581 -3.162 -2.334  0.388
C 1.054 2.591 -0.459  1.221
H 1.320 -1.713 -3.326  0.497
H -3.298 -1.373 1.186  0.320
H -1.198 0.838 1.372  0.146
C 1.353 -2.090 -2.302  -0.925
C 0.787 -2.966 3.675  -0.808
C 0.577 -2.433 2.418  -0.325
H 1.303 2.425 -4.540  0.315
C -2.143 -0.880 -1.525  -1.160
C 0.566 4.345 1.068  -0.915
C -0.531 -1.633 2.174  0.615
C 1.534 1.741 0.520  -0.716
C -1.625 -0.038 0.858  -0.024
H -2.761 0.993 -0.615  0.728
C 1.985 0.468 0.194  -0.965
C -0.905 -1.155 -2.372  0.465
H -0.056 3.744 1.741  0.302
C -1.222 -1.920 4.462  -0.654
C -1.897 0.328 -0.603  0.093
H -0.226 1.632 -4.062  0.294
O 0.554 3.843 -0.242  -0.442
H 1.551 2.049 1.553  0.445
O -0.797 -0.747 -3.513  -0.692

***

# 3
A single C21H25NO5 molecule. Source: the Open Molecules 2025 dataset; level of theory: ωB97M-V/def2-TZVPD.

- E_tot: -33910.9784 eV
- ΔE to the lowest compared entry with this formula, charge and spin: 0.2796 eV
- HOMO energy: -8.146 eV

Each line ends with the Mulliken charge.
Positions of all 52 atoms, in Å:
C 5.170 3.030 0.198  -1.232
C 3.683 3.317 0.132  -0.250
C -1.497 -2.162 1.066  -0.239
H -3.259 0.358 -3.608  0.381
H 0.174 -3.398 1.618  0.443
O 1.063 3.356 0.470  -0.675
C -1.065 0.294 1.132  0.186
H 3.241 -0.402 3.114  0.409
H 5.715 3.785 -0.362  0.402
H -1.754 2.182 -2.872  0.382
H -0.843 0.139 -4.155  0.349
H 3.316 3.299 -0.902  0.298
H -0.769 1.393 2.928  0.605
H -2.925 -5.377 -0.542  0.406
C -1.304 -4.512 0.559  -0.712
C -2.162 1.485 -2.139  -1.186
C 1.048 -0.714 3.162  0.118
O -1.745 0.493 -0.022  -0.447
O 3.001 2.311 0.879  -0.227
H -0.717 -1.435 -1.544  -0.195
H 0.615 -1.245 -2.690  0.421
H -3.293 -1.223 0.388  0.523
H -3.050 1.936 -1.693  0.446
H -0.492 -1.933 3.396  0.437
C -1.115 1.271 -1.047  0.408
H -1.566 -1.448 -3.870  0.420
C -0.461 1.455 1.880  -2.000
C -0.792 -3.365 1.134  -0.425
C -3.239 -3.293 -0.154  -0.746
C 0.113 0.546 -1.605  -0.866
H -2.988 -0.495 -2.082  0.120
C -0.277 -0.763 -2.284  -0.042
C 1.037 1.383 1.778  -0.009
H 3.443 4.298 0.557  0.317
H 5.504 3.041 1.232  0.317
C 1.684 2.449 0.986  0.206
O 3.045 0.296 2.453  -0.572
H 0.820 0.352 -0.793  0.187
H 0.600 1.210 -2.322  0.622
C -2.734 -2.143 0.423  -0.042
H -4.197 -3.265 -0.653  0.409
H 5.380 2.050 -0.221  0.305
C -2.531 0.168 -2.817  -0.416
C -1.290 -0.505 -3.393  -0.973
C -0.928 -0.943 1.652  0.930
H -0.799 2.405 1.469  0.486
C -2.527 -4.480 -0.090  -0.417
C 1.711 0.385 2.390  1.514
H -0.744 -5.434 0.613  0.404
H -0.803 2.244 -0.646  0.125
N -0.193 -1.137 2.841  -0.167
O 1.697 -1.258 4.050  -0.739

***

# 4
A molecular structure, C21H26Br9FO9 at a distorted geometry. Source: the Open Molecules 2025 dataset; level of theory: ωB97M-V/def2-TZVPD.

- E_tot: -673704.2174 eV
- ΔE to the lowest compared entry with this formula, charge and spin: 20.8554 eV
- HOMO energy: -8.572 eV

Each line ends with the Mulliken charge.
Positions of all 66 atoms, in Å:
Br -0.484 3.672 0.503  0.269
C -0.955 -5.199 -1.245  0.741
H -1.145 0.689 1.933  0.435
H 1.067 2.256 0.460  -1.774
H -1.865 2.655 -1.608  0.168
H 0.914 -0.480 1.244  0.154
C 3.781 -0.509 0.152  -0.320
O 0.999 3.842 -1.689  -0.410
C 2.918 2.964 1.255  -0.635
C 0.059 -4.345 -2.000  -1.079
O -1.148 -6.346 -2.025  -0.375
C 1.124 2.634 -1.131  0.599
H -2.414 5.019 1.411  0.644
H -0.542 -5.457 -0.270  0.124
C -0.803 -2.221 -0.094  0.469
O 0.006 1.959 -1.174  0.249
H 0.958 -4.961 -2.034  0.398
Br -1.253 -5.319 4.107  -0.139
H 0.721 5.014 -3.830  0.378
C -0.107 4.306 -3.805  -1.680
H -0.749 1.950 0.705  -0.130
H 0.357 -3.390 -1.567  0.103
H -1.065 4.732 -4.104  0.407
H 4.400 -1.293 -0.284  0.532
H -2.354 1.286 0.703  -0.038
C -2.431 -6.677 -2.029  0.485
O 2.153 2.218 -0.673  -0.466
Br -4.182 -3.869 4.078  -0.128
Br 4.815 0.949 0.935  0.031
C 1.416 1.540 2.421  0.096
Br 2.677 0.116 -1.372  -0.120
F 0.212 0.933 2.534  -0.105
O -2.903 -7.737 -2.497  -0.590
C -2.394 -4.640 -1.095  0.209
C -0.913 0.012 -0.058  1.706
O -1.167 -3.379 -0.047  -0.368
C 1.732 2.297 1.310  2.115
C 3.776 2.886 2.353  -1.107
C -2.322 4.303 0.595  -0.528
O -3.262 -5.646 -1.465  -0.411
H 1.257 0.102 -0.433  0.120
H -2.676 -4.160 -0.157  0.024
O 0.397 -1.744 -0.232  -0.520
O -1.645 -1.186 0.095  -0.346
H -0.888 0.414 -1.071  0.211
Br 2.629 -1.196 1.551  0.037
C 3.518 2.170 3.488  -0.587
H 0.050 3.515 -4.537  0.368
Br -2.892 5.373 -0.965  -0.065
H -0.733 4.732 -1.679  0.242
H -0.228 -4.289 -3.050  0.310
H 3.261 3.371 0.315  0.435
C 0.555 -0.420 0.216  -0.476
C 2.285 1.526 3.517  -1.155
Br -2.062 -3.460 1.555  0.145
C -0.880 2.580 -2.070  -0.416
H -2.455 -3.874 -1.868  0.219
H 4.723 3.357 2.134  0.658
C -1.313 1.041 0.916  -0.756
Br -3.502 2.680 0.779  -0.111
C -0.260 3.974 -2.304  0.427
H 4.277 2.218 4.255  0.447
C -2.321 -3.726 3.504  -0.498
H 2.161 1.029 4.469  0.398
H -1.917 -2.830 3.975  0.346
H -0.969 2.036 -3.011  0.632

***

# 5
A molecular structure, C21H26CdN5SSb at a distorted geometry. Source: the Open Molecules 2025 dataset; level of theory: ωB97M-V/def2-TZVPD.

- Net charge: +2
- E_tot: -51566.9740 eV
- HOMO energy (spin up / spin down): -11.567 / -11.568 eV

Each line ends with the Mulliken charge.
Positions of all 55 atoms, in Å:
H 6.263 7.747 10.649  0.378
H 12.716 7.748 4.155  0.322
C 8.606 6.667 11.974  -0.827
H 8.728 10.173 7.868  0.357
N 9.506 8.499 10.633  0.031
C 15.730 6.397 10.114  -0.488
S 11.983 6.838 8.898  -0.155
C 14.408 8.875 12.755  -0.946
N 13.378 7.784 10.992  0.099
H 16.683 5.788 9.890  0.387
C 10.708 9.753 14.085  0.132
H 9.211 9.037 16.971  0.429
N 13.743 8.229 7.487  -0.063
C 7.225 9.000 9.141  -0.267
H 14.312 9.786 6.328  0.346
C 8.496 9.521 8.780  -0.843
C 12.642 7.530 7.340  0.841
H 9.879 6.803 16.335  0.506
C 15.770 7.269 11.204  -0.710
C 11.849 8.017 4.896  -0.932
H 11.848 9.152 5.051  0.311
H 7.682 6.112 12.128  0.425
H 14.397 5.422 8.737  0.643
H 6.361 9.223 8.568  0.484
C 14.517 6.132 9.506  -0.271
Cd 11.443 9.076 11.441  0.755
C 10.993 7.500 14.584  0.153
H 11.224 5.411 14.777  0.416
C 8.375 7.840 11.010  0.081
C 10.188 7.606 15.708  -0.593
H 16.660 7.631 11.751  0.431
C 14.591 7.979 11.616  0.629
H 8.933 7.061 12.964  0.072
H 13.854 8.513 8.495  0.152
C 9.745 8.907 16.037  -0.526
C 9.512 9.281 9.657  0.489
Sb 10.717 11.278 12.652  0.448
H 11.346 6.554 6.239  0.285
C 7.211 8.126 10.271  -0.701
H 11.315 5.981 13.138  0.094
H 15.639 8.643 6.767  0.350
C 9.994 9.948 15.216  -0.763
H 13.513 8.689 13.279  0.034
N 11.969 7.301 6.220  -0.265
H 14.464 8.072 5.607  0.392
C 13.406 6.880 9.925  -0.355
C 11.595 6.192 14.148  -1.154
H 11.008 7.671 4.439  0.387
H 14.418 9.921 12.455  0.268
N 11.214 8.552 13.789  0.435
H 9.433 6.086 11.606  0.136
H 9.801 10.998 15.458  0.443
C 14.589 8.775 6.412  -1.036
H 15.190 8.674 13.552  0.416
H 12.664 6.151 14.325  0.340

***

- The highest E_tot belongs to which entry?
  C21H25NO3

***

- The highest E_tot belongs to which entry?
  C21H25NO3

***

- What is the E_tot in the second record?
  -33910.1115 eV